{
  "formula": "C7H8ClN3",
  "method": "ωB97M-V/def2-TZVPD",
  "symbols": ["C", "C", "C", "C", "C", "C", "N", "N", "C", "N", "Cl", "H", "H", "H", "H", "H", "H", "H", "H"],
  "coordinates": [[-1.921, 1.627, 0.424], [-0.595, 0.902, 0.334], [0.591, 1.535, 0.435], [1.889, 0.985, 0.308], [2.195, -0.304, -0.066], [3.469, -0.874, -0.026], [4.490, -1.393, -0.011], [-0.576, -0.383, -0.119], [-1.396, -1.347, -0.196], [-1.158, -2.342, -1.091], [-2.986, -1.542, 0.788], [-2.341, 1.555, -0.679], [-1.642, 2.617, 0.786], [-2.599, 1.085, 1.089], [0.609, 2.573, 0.651], [2.734, 1.586, 0.622], [1.376, -1.165, -0.193], [-0.260, -2.306, -1.576], [-1.880, -2.811, -1.480]],
  "lumo_energy_ev": -0.41,
  "homo_energy_ha": -0.303,
  "smiles": "CC(=C/C=C/C#N)/N=C(/N)Cl",
  "fmax_ev_per_a": 3.4,
  "total_charge": 0,
  "gap_ev": 7.83
}

{
  "formula": "C7H8ClNS",
  "method": "ωB97M-V/def2-TZVPD",
  "symbols": ["C", "C", "C", "C", "C", "C", "C", "N", "S", "Cl", "H", "H", "H", "H", "H", "H", "H", "H"],
  "coordinates": [[2.624, 0.704, 0.105], [2.038, 0.098, -1.036], [1.801, 1.336, 1.007], [0.666, -0.041, -1.108], [0.426, 1.199, 0.919], [-0.112, 0.413, -0.109], [-2.444, -1.778, 0.026], [-3.084, -0.057, -1.684], [-2.355, -0.170, -0.350], [-2.947, 1.441, 0.998], [3.723, 0.794, -0.042], [2.580, -0.338, -1.906], [2.142, 1.858, 1.830], [0.200, -0.653, -1.833], [-0.263, 1.530, 1.693], [-3.228, -2.348, -0.491], [-1.496, -2.158, 0.429], [-3.469, 0.921, -1.973]],
  "lumo_energy_ev": [-1.08, -1.08],
  "homo_energy_ha": [-0.314, -0.314],
  "fmax_ev_per_a": 3.6,
  "total_charge": 0,
  "gap_ev": [7.47, 7.47]
}

{
  "formula": "C7H8ClP",
  "method": "ωB97M-V/def2-TZVPD",
  "symbols": ["C", "C", "C", "C", "C", "C", "C", "P", "Cl", "H", "H", "H", "H", "H", "H", "H", "H"],
  "coordinates": [[-1.014, 0.199, 2.571], [-1.541, -0.535, 1.515], [0.086, 1.001, 2.304], [-0.926, -0.508, 0.261], [0.656, 1.011, 1.027], [0.202, 0.228, 0.051], [1.332, -0.044, -2.274], [0.188, -1.324, -2.702], [3.020, -0.209, -1.902], [-1.631, 0.314, 3.498], [-2.518, -1.081, 1.701], [0.570, 1.652, 2.922], [-1.310, -1.194, -0.444], [1.664, 1.510, 0.910], [1.137, 1.034, -2.050], [-0.695, -0.414, -3.398], [0.782, -1.641, -3.990]],
  "lumo_energy_ev": [-0.20, -0.16],
  "homo_energy_ha": [-0.297, -0.324],
  "fmax_ev_per_a": 3.8,
  "total_charge": 0,
  "gap_ev": [7.87, 8.66]
}

{
  "formula": "C7H8ClP",
  "method": "ωB97M-V/def2-TZVPD",
  "symbols": ["C", "C", "C", "C", "C", "C", "C", "P", "Cl", "H", "H", "H", "H", "H", "H", "H", "H"],
  "coordinates": [[2.601, -0.967, 0.143], [2.233, 0.086, -0.652], [1.648, -1.614, 0.868], [0.923, 0.496, -0.768], [0.309, -1.161, 0.898], [0.068, -0.142, 0.062], [-2.393, 0.425, -0.470], [-2.796, 1.759, 0.633], [-3.179, -0.974, 0.096], [3.684, -1.056, 0.221], [3.120, 0.638, -0.922], [1.949, -2.338, 1.536], [0.411, 1.043, -1.541], [-0.490, -1.718, 1.391], [-2.379, 0.504, -1.608], [-1.849, 2.726, 0.157], [-3.859, 2.292, -0.044]],
  "lumo_energy_ev": [0.89, -1.54],
  "homo_energy_ha": [-0.269, -0.346],
  "multiplicity": 3,
  "fmax_ev_per_a": 3.1,
  "total_charge": 0,
  "s2": 2.0128,
  "gap_ev": [8.21, 7.86]
}

{
  "formula": "C7H8FNO2",
  "method": "ωB97M-V/def2-TZVPD",
  "symbols": ["C", "C", "C", "C", "C", "C", "C", "N", "O", "O", "F", "H", "H", "H", "H", "H", "H", "H", "H"],
  "coordinates": [[1.356, 0.053, -1.846], [0.050, 0.613, -1.514], [2.008, -0.923, -1.275], [1.113, 0.425, 1.503], [-0.719, 0.331, -0.486], [1.267, -0.984, 1.038], [-2.676, 0.325, 0.818], [1.747, -1.531, -0.027], [1.375, 1.444, 0.902], [-1.978, 0.841, -0.396], [0.807, -1.827, 1.950], [1.755, 0.413, -2.718], [-0.219, 1.511, -2.102], [3.016, -1.227, -1.541], [0.530, 0.377, 2.346], [-0.632, -0.469, 0.303], [-3.051, -0.704, 0.718], [-3.566, 0.846, 0.613], [-2.184, 0.486, 1.715]],
  "lumo_energy_ev": [0.68, -2.61],
  "homo_energy_ha": [-0.237, -0.330],
  "multiplicity": 3,
  "fmax_ev_per_a": 8.2,
  "total_charge": 0,
  "s2": 2.0250,
  "gap_ev": [7.13, 6.36]
}

{
  "formula": "C7H8N2",
  "method": "ωB97M-V/def2-TZVPD",
  "symbols": ["C", "C", "C", "N", "N", "C", "C", "C", "C", "H", "H", "H", "H", "H", "H", "H", "H"],
  "coordinates": [[1.451, -1.466, -0.467], [0.029, -1.110, -0.578], [-0.424, -0.837, -2.171], [-0.381, -0.682, -3.296], [-0.299, 0.018, 0.177], [0.501, 1.055, 0.396], [-0.059, 1.986, 1.180], [-1.352, 1.588, 1.340], [-1.565, 0.392, 0.729], [2.031, -0.640, -0.074], [1.874, -1.755, -1.339], [1.586, -2.280, 0.195], [-0.612, -2.055, -0.226], [1.501, 1.056, -0.037], [0.346, 2.950, 1.393], [-2.153, 2.072, 1.970], [-2.474, -0.293, 0.808]],
  "lumo_energy_ev": 0.80,
  "homo_energy_ha": -0.320,
  "smiles": "C[C@H](C#N)n1cccc1",
  "fmax_ev_per_a": 4.9,
  "total_charge": 0,
  "gap_ev": 9.51
}

It is found that the ΔE to the lowest compared entry with this formula, charge and spin values, taken in the order of the records, are 19.5; 84.3; 78.4; 4.1; 25.8; 35.3 kcal per mole.